No. 1
Entry from OMol25: a cluster of 2 separate species, H3N2O2P in total (ωB97M-V/def2-TZVPD).

Element x y z (Å)
N1 -0.3574 -0.4655 0.1330
N2 2.8762 0.0838 -0.9032
O1 2.9996 -0.3587 0.2330
O2 3.7010 0.5419 -1.6068
P1 0.3186 -0.2200 -1.2975
H1 -0.1897 -1.4654 0.1952
H2 -0.1294 0.0507 0.9414
H3 -0.1534 1.2305 -1.3522

Cartesian forces (eV/Å) of the 6 atoms listed first:
N 0.25 -2.18 0.03
N -3.91 -0.73 1.32
O 0.62 0.16 -0.39
O 1.17 0.42 -0.74
P 1.17 3.18 -2.65
H -0.49 -0.11 1.47

Computed properties:
frontier orbital gap (alpha / beta) = 7.439 / 7.443 eV
LUMO (alpha / beta) = -1.049 / -1.048 eV
spin multiplicity = 1
highest occupied orbital energy (alpha / beta) = -8.49 / -8.49 eV

---

No. 2
Entry from OMol25: an isolated molecule of H3N3 (ωB97M-V/def2-TZVPD).

Element x y z (Å)
N1 -0.1669 0.0484 0.9253
N2 -0.4998 -0.1404 -0.4792
N3 0.5296 -0.0485 -1.1516
H1 -0.8811 -0.0788 1.6326
H2 0.5569 0.7571 1.1188
H3 0.4614 -0.5378 -2.0460

Forces on the atoms, in the same order (eV/Å):
N 0.20 0.74 -1.60
N 1.07 -1.14 2.19
N 0.58 -0.13 0.85
H -0.31 0.39 -0.83
H -0.50 -0.68 -0.30
H -1.04 0.82 -0.31

Computed properties:
frontier orbital gap = 10.694 eV
LUMO = 1.151 eV
spin multiplicity = 1
SMILES = [H]/N=N/N
highest occupied orbital energy = -9.54 eV

---

No. 3
Entry from OMol25: an isolated molecule of H3N3O2 (ωB97M-V/def2-TZVPD).

Element x y z (Å)
N1 -1.2412 0.2371 0.0972
N2 -0.1987 -0.6038 0.1484
N3 1.0009 -0.0774 -0.0095
O1 0.9885 1.2217 -0.0394
O2 1.9661 -0.8215 -0.1090
H1 -1.0743 1.1260 0.6883
H2 -1.2417 0.5645 -0.8236
H3 -0.1996 -1.6466 0.0475

Cartesian forces (eV/Å) of the 6 atoms listed first:
N -1.68 1.34 1.96
N 0.95 -2.30 0.75
N 1.51 3.43 -0.46
O 1.05 -3.49 0.01
O -0.72 0.73 0.17
H -0.08 -2.28 -0.90

Computed properties:
frontier orbital gap = 11.176 eV
LUMO = 0.525 eV
spin multiplicity = 1
SMILES = NN[N+](=O)[O-]
highest occupied orbital energy = -10.65 eV

---

No. 4
Entry from OMol25: a structure of composition H3N3O2 (ωB97M-V/def2-TZVPD).

Element x y z (Å)
N1 -0.9152 -1.4507 1.0658
N2 -1.1067 0.1991 -0.4809
N3 -0.5962 -0.5783 0.4225
O1 1.1082 -0.3320 0.5514
O2 1.6972 0.8230 0.1478
H1 -0.4140 0.7374 -0.9737
H2 -2.1034 0.2783 -0.2346
H3 2.3301 0.3233 -0.4982

Cartesian forces (eV/Å) of the 6 atoms listed first:
N -0.52 -0.14 0.55
N -1.31 0.44 -0.43
N 1.65 -2.31 1.29
O -1.69 -1.91 1.56
O 2.65 -0.14 -3.03
H -0.47 0.76 0.04

Computed properties:
frontier orbital gap (alpha / beta) = 9.467 / 9.468 eV
LUMO (alpha / beta) = 0.599 / 0.599 eV
spin multiplicity = 1
highest occupied orbital energy (alpha / beta) = -8.87 / -8.87 eV

---

No. 5
Entry from OMol25: an isolated molecule of H3N3O3S (ωB97M-V/def2-TZVPD).

Element x y z (Å)
N1 -1.5903 1.3147 0.5574
N2 -0.5819 1.6571 -0.0990
N3 0.5875 1.0156 0.3319
O1 0.3184 -1.2636 0.3948
O2 0.7075 -0.0434 1.1071
O3 1.7747 1.3177 -0.3274
S1 2.4015 0.1840 -1.4325
H1 -2.4995 1.8836 0.1807
H2 -0.2579 -1.8129 0.9216
H3 2.6903 -0.6651 -0.4613

Cartesian forces (eV/Å) of the 6 atoms listed first:
N -1.05 1.16 -1.40
N -0.50 -0.95 0.68
N 0.16 0.22 -0.20
O 0.86 -0.22 -2.15
O -1.03 0.19 1.15
O -0.63 0.51 -0.23

Computed properties:
frontier orbital gap = 9.768 eV
LUMO = 0.131 eV
spin multiplicity = 1
SMILES = [H]/N=N/N(OO)OS
highest occupied orbital energy = -9.64 eV

---

No. 6
Entry from OMol25: a cluster of 2 separate species, H3N3O3S in total (ωB97M-V/def2-TZVPD).

Element x y z (Å)
N1 -1.8832 2.9509 0.6250
N2 -0.8813 2.6856 0.1941
N3 0.2928 2.4342 0.0888
O1 1.2260 1.8102 -1.8892
O2 1.1654 2.7985 -0.8830
O3 -0.9643 -0.1394 -0.5605
S1 0.0900 -0.4687 0.7749
H1 -1.4334 -0.8890 -0.6009
H2 1.1322 2.3166 -2.6733
H3 1.2517 -0.3121 0.1679

Cartesian forces (eV/Å) of the 6 atoms listed first:
N -0.56 -0.51 -0.27
N -1.58 2.24 -0.74
N 3.07 -2.21 1.70
O 0.18 -1.94 0.74
O -0.71 1.79 -0.28
O 3.70 4.14 1.53

Computed properties:
frontier orbital gap = 9.393 eV
LUMO = 0.382 eV
spin multiplicity = 1
highest occupied orbital energy = -9.01 eV

---

Results for energy relative to the best compared isomer or geometry (same formula, charge and spin): 460.0 309.5 53.5 295.8 546.1 482.0 (in kJ/mol, following the order of the records).
Results for calculated total energy: -602.9868 -165.9858 -316.3864 -316.2942 -789.6568 -789.6812 (in Eh, following the order of the records).